C33H24Cl88N2O6P2 | wB97M-V/def2-TZVPD

Electronic energy = -43011.8461 Eh
Kohn-Sham gap = 8.14 eV

Atoms and positions in Å:
C (1.848, -0.332, 2.138)
C (2.400, -1.423, 1.064)
C (3.106, -0.569, -0.179)
C (1.340, -2.468, 0.434)
C (1.879, -4.013, 0.684)
C (-0.212, -2.367, 0.893)
O (-0.966, -1.762, -0.236)
C (-1.648, -0.524, 0.165)
C (-0.709, 0.628, -0.552)
N (-0.535, 1.958, 0.198)
O (-1.068, 0.701, -1.983)
C (-1.991, -0.424, -2.290)
O (-2.071, -1.219, -3.370)
C (-2.909, -0.450, -0.893)
C (-3.927, -1.727, -1.044)
P (-4.727, -2.231, 0.616)
O (-6.326, -2.112, 0.489)
O (-4.262, -1.179, 1.945)
O (-4.361, -3.938, 0.937)
P (-3.891, 1.187, -1.064)
N (-4.290, 1.419, -2.640)
H (1.160, -0.803, 2.991)
H (2.804, 0.093, 2.715)
H (1.342, 0.575, 1.589)
H (3.282, -2.056, 1.557)
H (3.399, 0.507, 0.212)
H (4.125, -1.082, -0.509)
H (2.395, -0.426, -1.104)
H (1.361, -2.320, -0.751)
H (3.014, -4.038, 0.354)
H (1.244, -4.706, -0.023)
H (1.776, -4.259, 1.826)
H (-0.625, -3.486, 0.966)
H (-0.431, -1.885, 1.933)
H (-1.834, -0.310, 1.300)
H (0.373, 0.156, -0.447)
H (-1.037, 1.934, 1.122)
H (0.487, 2.127, 0.319)
H (-4.799, -1.395, -1.782)
H (-3.444, -2.681, -1.533)
H (-4.407, -1.678, 2.803)
H (-5.159, -4.408, 0.515)
H (-3.043, 2.289, -0.654)
H (-5.148, 1.175, -0.303)
H (-5.339, 1.466, -2.735)
C (6.074, -3.620, -1.570)
Cl (6.203, -2.184, -2.618)
Cl (4.742, -4.655, -2.142)
Cl (7.603, -4.534, -1.626)
Cl (5.750, -3.106, 0.105)
C (2.474, 4.420, -0.640)
Cl (2.848, 2.997, 0.365)
Cl (3.606, 5.739, -0.247)
Cl (2.637, 3.991, -2.362)
Cl (0.805, 4.954, -0.316)
C (2.474, -1.907, 5.660)
Cl (1.965, -0.209, 5.480)
Cl (4.222, -2.040, 5.341)
Cl (2.130, -2.458, 7.319)
Cl (1.580, -2.922, 4.500)
C (4.274, -5.207, -6.365)
Cl (5.125, -3.930, -5.459)
Cl (4.314, -4.827, -8.105)
Cl (5.076, -6.772, -6.081)
Cl (2.582, -5.298, -5.816)
C (9.374, -2.253, -5.696)
Cl (7.861, -3.187, -5.580)
Cl (9.078, -0.752, -6.608)
Cl (9.950, -1.849, -4.059)
Cl (10.609, -3.225, -6.537)
C (-10.126, -2.060, 1.075)
Cl (-11.889, -1.975, 1.316)
Cl (-9.711, -3.591, 0.264)
Cl (-9.597, -0.691, 0.066)
Cl (-9.306, -1.985, 2.656)
C (-9.689, -4.824, -3.928)
Cl (-11.187, -3.990, -3.444)
Cl (-8.369, -4.363, -2.823)
Cl (-9.939, -6.586, -3.852)
Cl (-9.260, -4.356, -5.593)
C (-1.589, 4.289, 3.985)
Cl (-0.903, 4.289, 5.629)
Cl (-2.869, 5.524, 3.875)
Cl (-0.305, 4.658, 2.806)
Cl (-2.279, 2.685, 3.629)
C (-0.689, 9.212, 3.738)
Cl (-2.126, 9.952, 2.987)
Cl (-0.388, 7.618, 3.001)
Cl (0.725, 10.264, 3.475)
Cl (-0.967, 9.016, 5.487)
C (10.111, -3.688, 1.288)
Cl (9.079, -2.444, 2.039)
Cl (10.448, -3.238, -0.403)
Cl (11.644, -3.809, 2.187)
Cl (9.272, -5.259, 1.328)
C (1.411, 6.102, 8.914)
Cl (0.432, 7.338, 8.084)
Cl (3.107, 6.643, 8.994)
Cl (0.787, 5.859, 10.565)
Cl (1.319, 4.567, 8.013)
C (8.611, -9.213, 0.904)
Cl (7.098, -10.147, 1.020)
Cl (8.314, -7.712, -0.008)
Cl (9.186, -8.809, 2.541)
Cl (9.845, -10.185, 0.063)
C (-3.389, 12.473, 5.932)
Cl (-4.421, 13.716, 6.683)
Cl (-3.052, 12.922, 4.242)
Cl (-1.856, 12.351, 6.832)
Cl (-4.228, 10.901, 5.973)
C (6.811, 3.063, -1.731)
Cl (6.632, 2.982, -3.502)
Cl (5.208, 2.930, -0.965)
Cl (7.847, 1.724, -1.177)
Cl (7.557, 4.617, -1.281)
C (2.311, -8.167, 0.291)
Cl (2.219, -9.766, -0.489)
Cl (3.001, -6.988, -0.853)
Cl (0.676, -7.644, 0.768)
Cl (3.348, -8.269, 1.736)
C (-14.489, -4.967, -0.984)
Cl (-13.639, -3.690, -0.078)
Cl (-14.449, -4.587, -2.725)
Cl (-13.687, -6.532, -0.700)
Cl (-16.182, -5.058, -0.435)
C (3.418, 10.372, 11.175)
Cl (2.387, 11.616, 11.926)
Cl (3.756, 10.822, 9.484)
Cl (4.952, 10.251, 12.074)
Cl (2.580, 8.801, 11.215)
C (10.618, 6.772, -2.937)
Cl (10.747, 8.208, -3.984)
Cl (9.286, 5.737, -3.509)
Cl (12.147, 5.858, -2.992)
Cl (10.294, 7.286, -1.262)
C (-8.582, -4.750, -9.759)
Cl (-10.189, -3.991, -9.876)
Cl (-8.083, -5.336, -11.366)
Cl (-7.401, -3.552, -9.171)
Cl (-8.653, -6.121, -8.623)
C (-2.882, -3.089, 5.798)
Cl (-4.319, -2.350, 5.048)
Cl (-2.581, -4.683, 5.062)
Cl (-1.467, -2.038, 5.536)
Cl (-3.159, -3.286, 7.547)
C (-7.082, -4.279, -15.202)
Cl (-8.580, -3.445, -14.717)
Cl (-5.762, -3.818, -14.097)
Cl (-7.332, -6.041, -15.126)
Cl (-6.653, -3.811, -16.867)
C (-1.082, 10.531, -1.082)
Cl (-0.396, 10.531, 0.563)
Cl (-2.361, 11.766, -1.191)
Cl (0.202, 10.900, -2.261)
Cl (-1.772, 8.928, -1.437)

Results of the Mulliken charge analysis, in e, for atoms 1 through 6: 0.078, 0.699, -0.045, 0.087, -0.685, -0.408

C6H9N | wB97M-V/def2-TZVPD

Electronic energy = -288.7523 Eh
SMILES = Cc1ccc(C)[nH]1
Kohn-Sham gap = 9.04 eV
Energy relative to the best compared isomer or geometry (same formula, charge and spin) = 18.69 kcal per mole

Atoms and positions in Å:
C (1.122, -2.285, 0.290)
C (0.224, -1.094, 0.168)
C (-1.091, -0.953, 0.482)
C (-1.472, 0.410, 0.210)
C (-0.357, 1.063, -0.201)
C (-0.036, 2.513, -0.381)
N (0.718, 0.147, -0.270)
H (2.154, -1.986, 0.500)
H (0.785, -2.911, 1.120)
H (1.132, -2.908, -0.611)
H (-1.732, -1.737, 0.866)
H (-2.456, 0.840, 0.334)
H (0.898, 2.652, -0.936)
H (-0.829, 3.070, -0.882)
H (0.119, 2.979, 0.600)
H (0.821, 0.201, -1.288)

Results of the Mulliken charge analysis, in e, for atoms 1 through 6: -1.148, 0.318, -0.337, -0.658, 0.266, -1.111

C4H10N2P | wB97M-V/def2-TZVPD

Electronic energy = -608.9130 Eh
Kohn-Sham gap = 9.86 eV
Energy relative to the best compared isomer or geometry (same formula, charge and spin) = 57.51 kcal per mole
Net charge = +1

Atoms and positions in Å:
C (-0.352, 0.555, -0.177)
C (1.935, 0.928, -0.139)
C (1.946, -0.641, -0.127)
C (-2.523, -1.060, 0.196)
N (0.589, 1.330, 0.192)
N (0.670, -0.960, -0.660)
P (-2.168, 0.685, -0.439)
H (2.548, 1.465, 0.623)
H (2.113, 1.367, -1.102)
H (2.798, -0.951, -0.858)
H (2.090, -0.922, 0.894)
H (-2.555, -1.790, -0.646)
H (-3.545, -0.811, 0.300)
H (-2.130, -1.420, 1.125)
H (0.521, 2.336, 0.344)
H (0.195, -1.614, -0.216)
H (-2.135, 1.503, 0.692)

Results of the Mulliken charge analysis, in e, for atoms 1 through 6: 0.286, -0.524, -0.323, -0.991, -0.093, -0.441